Entry 1:
Computed, not measured: 11 unconnected molecules or ions with the total composition C28H63N5O18S6 at a distorted geometry, with ωB97M-V/def2-TZVPD.

HOMO = -0.3942 Eh
SMILES = CCOS(C)(=O)=O.CCOS(C)(=O)=O.CCOS(C)(=O)=O.CCOS(C)(=O)=O.CCOS(C)(=O)=O.CCOS(C)(=O)=O.CC#N.CC#N.CC#N.CC#N.CC#N
total energy = -5121.821385 Ha
HOMO-LUMO gap = 10.82 eV
lowest unoccupied orbital energy = 0.1 eV

Last columns: bonded neighbours and bond lengths (Å).
Positions of all 120 atoms, in Å:
1 C 31.940 13.884 -4.040  C2 1.515, H8 1.089, H9 1.091, H10 1.091
2 C 32.763 13.115 -5.053  C1 1.515, O3 1.438, H11 1.090, H12 1.090
3 O 34.143 13.345 -4.717  C2 1.438, S4 1.605
4 S 35.251 12.895 -5.787  O3 1.605, C5 1.783, O6 1.433, O7 1.429
5 C 35.143 11.123 -5.620  S4 1.783, H13 1.089, H14 1.086, H15 1.088
6 O 34.823 13.303 -7.093  S4 1.433
7 O 36.492 13.325 -5.224  S4 1.429
8 H 32.136 13.509 -3.036  C1 1.089
9 H 30.873 13.821 -4.257  C1 1.091
10 H 32.205 14.940 -4.091  C1 1.091
11 H 32.541 12.048 -5.011  C2 1.090
12 H 32.558 13.506 -6.050  C2 1.090
13 H 36.019 10.707 -6.115  C5 1.089
14 H 34.197 10.782 -6.029  C5 1.086
15 H 35.196 10.875 -4.562  C5 1.088
16 C 27.366 13.336 -6.769  C17 1.517, H23 1.088, H24 1.093, H25 1.092
17 C 28.123 12.532 -7.809  C16 1.517, O18 1.438, H26 1.090, H27 1.090
18 O 28.479 11.247 -7.271  C17 1.438, S19 1.608
19 S 28.013 9.920 -8.050  O18 1.608, C20 1.798, O21 1.430, O22 1.431
20 C 26.235 10.028 -7.805  S19 1.798, H28 1.090, H29 1.083, H30 1.088
21 O 28.330 10.054 -9.439  S19 1.430
22 O 28.519 8.805 -7.310  S19 1.431
23 H 27.311 14.392 -7.024  C16 1.088
24 H 27.892 13.252 -5.814  C16 1.093
25 H 26.360 12.960 -6.573  C16 1.092
26 H 27.542 12.378 -8.718  C17 1.090
27 H 29.038 13.091 -8.003  C17 1.090
28 H 25.884 9.007 -7.959  C20 1.090
29 H 25.848 10.759 -8.505  C20 1.083
30 H 26.072 10.242 -6.751  C20 1.088
31 C 32.933 10.569 -14.488  C32 1.522, H38 1.086, H39 1.093, H40 1.089
32 C 31.590 10.165 -13.897  C31 1.522, O33 1.440, H41 1.089, H42 1.094
33 O 31.754 9.820 -12.508  C32 1.440, S34 1.599
34 S 32.065 8.299 -12.125  O33 1.599, C35 1.783, O36 1.431, O37 1.436
35 C 30.433 7.762 -11.650  S34 1.783, H43 1.088, H44 1.089, H45 1.085
36 O 32.546 7.580 -13.266  S34 1.431
37 O 32.874 8.332 -10.939  S34 1.436
38 H 33.694 9.854 -14.186  C31 1.086
39 H 33.241 11.529 -14.065  C31 1.093
40 H 32.901 10.712 -15.567  C31 1.089
41 H 30.850 10.961 -13.961  C32 1.089
42 H 31.153 9.332 -14.456  C32 1.094
43 H 29.811 7.628 -12.532  C35 1.088
44 H 30.017 8.562 -11.040  C35 1.089
45 H 30.545 6.847 -11.077  C35 1.085
46 C 38.128 7.988 -6.037  C47 1.507, H53 1.092, H54 1.091, H55 1.092
47 C 37.832 8.155 -7.505  C46 1.507, O48 1.439, H56 1.093, H57 1.090
48 O 37.977 9.540 -7.868  C47 1.439, S49 1.599
49 S 38.547 9.876 -9.324  O48 1.599, C50 1.777, O51 1.437, O52 1.425
50 C 40.298 9.708 -9.071  S49 1.777, H58 1.091, H59 1.084, H60 1.089
51 O 38.094 8.855 -10.228  S49 1.437
52 O 38.208 11.231 -9.607  S49 1.425
53 H 37.356 8.438 -5.410  C46 1.092
54 H 39.060 8.448 -5.705  C46 1.091
55 H 38.180 6.923 -5.804  C46 1.092
56 H 38.486 7.523 -8.109  C47 1.093
57 H 36.814 7.832 -7.727  C47 1.090
58 H 40.610 10.416 -8.302  C50 1.091
59 H 40.812 9.926 -10.000  C50 1.084
60 H 40.474 8.724 -8.640  C50 1.089
61 C 32.914 4.926 -10.961  C62 1.507, H68 1.092, H69 1.089, H70 1.090
62 C 32.628 5.378 -9.551  C61 1.507, O63 1.458, H71 1.090, H72 1.096
63 O 33.105 4.341 -8.643  C62 1.458, S64 1.607
64 S 33.387 4.801 -7.129  O63 1.607, C65 1.779, O66 1.439, O67 1.428
65 C 34.909 5.698 -7.333  S64 1.779, H73 1.087, H74 1.085, H75 1.090
66 O 32.340 5.698 -6.720  S64 1.439
67 O 33.620 3.579 -6.427  S64 1.428
68 H 33.934 5.183 -11.252  C61 1.092
69 H 32.242 5.384 -11.686  C61 1.089
70 H 32.808 3.850 -11.092  C61 1.090
71 H 32.992 6.372 -9.292  C62 1.090
72 H 31.550 5.421 -9.362  C62 1.096
73 H 34.730 6.530 -8.010  C65 1.087
74 H 35.675 5.042 -7.734  C65 1.085
75 H 35.163 6.069 -6.340  C65 1.090
76 C 29.841 3.136 -10.189  C77 1.516, H83 1.089, H84 1.091, H85 1.090
77 C 29.252 3.375 -8.813  C76 1.516, O78 1.439, H86 1.092, H87 1.093
78 O 28.058 4.177 -8.864  C77 1.439, S79 1.620
79 S 28.250 5.759 -8.570  O78 1.620, C80 1.784, O81 1.432, O82 1.427
80 C 28.260 5.687 -6.787  S79 1.784, H88 1.086, H89 1.088, H90 1.087
81 O 29.530 6.149 -9.080  S79 1.432
82 O 27.026 6.360 -8.989  S79 1.427
83 H 30.709 2.486 -10.081  C76 1.089
84 H 30.148 4.069 -10.663  C76 1.091
85 H 29.081 2.692 -10.831  C76 1.090
86 H 28.952 2.421 -8.375  C77 1.092
87 H 29.998 3.790 -8.130  C77 1.093
88 H 28.369 6.683 -6.366  C80 1.086
89 H 29.059 5.016 -6.480  C80 1.088
90 H 27.307 5.268 -6.472  C80 1.087
91 C 31.931 7.458 -4.455  C92 1.458, H94 1.086, H95 1.092, H96 1.090
92 C 32.137 8.805 -3.934  C91 1.458, N93 1.149
93 N 32.247 9.871 -3.523  C92 1.149
94 H 31.990 6.740 -3.642  C91 1.086
95 H 32.693 7.216 -5.199  C91 1.092
96 H 30.991 7.430 -5.006  C91 1.090
97 C 30.601 12.581 -10.451  C98 1.458, H100 1.087, H101 1.090, H102 1.091
98 C 31.315 12.182 -9.244  C97 1.458, N99 1.148
99 N 31.861 11.904 -8.273  C98 1.148
100 H 29.705 11.982 -10.598  C97 1.087
101 H 31.293 12.498 -11.289  C97 1.090
102 H 30.317 13.628 -10.340  C97 1.091
103 C 28.833 10.319 -4.254  C104 1.453, H106 1.088, H107 1.091, H108 1.087
104 C 27.450 9.874 -4.221  C103 1.453, N105 1.148
105 N 26.351 9.541 -4.210  C104 1.148
106 H 29.385 9.858 -5.070  C103 1.088
107 H 29.354 10.032 -3.339  C103 1.091
108 H 28.894 11.400 -4.347  C103 1.087
109 C 31.621 8.613 -7.902  C110 1.449, H112 1.085, H113 1.094, H114 1.091
110 C 33.030 8.467 -7.598  C109 1.449, N111 1.148
111 N 34.135 8.360 -7.304  C110 1.148
112 H 31.100 9.137 -7.108  C109 1.085
113 H 31.200 7.626 -8.114  C109 1.094
114 H 31.486 9.110 -8.863  C109 1.091
115 C 34.834 10.774 -9.652  C116 1.451, H118 1.088, H119 1.089, H120 1.090
116 C 34.996 11.400 -10.951  C115 1.451, N117 1.149
117 N 35.103 11.838 -12.008  C116 1.149
118 H 33.934 10.163 -9.656  C115 1.088
119 H 34.806 11.393 -8.756  C115 1.089
120 H 35.723 10.164 -9.486  C115 1.090

---

Entry 2:
Computed, not measured: 10 unconnected molecules or ions with the total composition C20H60O10 at a distorted geometry, with ωB97M-V/def2-TZVPD.

HOMO = -0.3658 Eh
SMILES = CCO.CCO.CCO.CCO.CCO.CCO.CCO.CCO.CCO.CCO
total energy = -1550.270091 Ha
HOMO-LUMO gap = 10.25 eV
lowest unoccupied orbital energy = 0.3 eV
energy relative to the best compared isomer or geometry (same formula, charge and spin) = 41.5 kcal per mole

Last columns: bonded neighbours and bond lengths (Å).
Positions of all 90 atoms, in Å:
1 C 3.505 1.633 -1.741  C2 1.504, H4 1.088, H5 1.091, H6 1.095
2 C 2.803 2.186 -2.951  C1 1.504, O3 1.436, H7 1.098, H8 1.090
3 O 3.777 2.260 -4.003  C2 1.436, H9 0.961
4 H 4.430 2.174 -1.551  C1 1.088
5 H 3.735 0.569 -1.824  C1 1.091
6 H 2.885 1.734 -0.843  C1 1.095
7 H 2.518 3.218 -2.707  C2 1.098
8 H 1.933 1.632 -3.304  C2 1.090
9 H 3.485 2.889 -4.668  O3 0.961
10 C -4.141 -2.185 0.174  C11 1.509, H13 1.098, H14 1.089, H15 1.090
11 C -5.170 -2.789 1.099  C10 1.509, O12 1.418, H16 1.097, H17 1.098
12 O -5.122 -2.167 2.373  C11 1.418, H18 0.960
13 H -4.275 -1.096 0.168  C10 1.098
14 H -4.283 -2.527 -0.849  C10 1.089
15 H -3.119 -2.351 0.516  C10 1.090
16 H -5.057 -3.877 1.179  C11 1.097
17 H -6.174 -2.684 0.666  C11 1.098
18 H -5.057 -2.836 3.059  O12 0.960
19 C -0.595 0.099 -1.413  C20 1.512, H22 1.097, H23 1.085, H24 1.092
20 C -0.656 0.041 0.096  C19 1.512, O21 1.426, H25 1.094, H26 1.098
21 O 0.681 0.039 0.589  C20 1.426, H27 0.963
22 H 0.009 -0.767 -1.711  C19 1.097
23 H -0.149 0.998 -1.826  C19 1.085
24 H -1.576 -0.118 -1.839  C19 1.092
25 H -1.197 -0.856 0.413  C20 1.094
26 H -1.182 0.916 0.500  C20 1.098
27 H 0.652 0.004 1.551  O21 0.963
28 C -3.060 -0.206 -5.331  C29 1.498, H31 1.090, H32 1.093, H33 1.090
29 C -4.425 0.334 -5.034  C28 1.498, O30 1.438, H34 1.094, H35 1.093
30 O -5.129 0.375 -6.287  C29 1.438, H36 0.962
31 H -2.584 0.450 -6.060  C28 1.090
32 H -3.108 -1.195 -5.792  C28 1.093
33 H -2.473 -0.322 -4.420  C28 1.090
34 H -4.340 1.346 -4.626  C29 1.094
35 H -4.994 -0.311 -4.359  C29 1.093
36 H -5.967 0.830 -6.155  O30 0.962
37 C 1.418 -3.508 2.587  C38 1.507, H40 1.087, H41 1.094, H42 1.098
38 C 0.613 -3.128 3.804  C37 1.507, O39 1.442, H43 1.092, H44 1.089
39 O 0.753 -4.115 4.846  C38 1.442, H45 0.960
40 H 1.062 -4.411 2.099  C37 1.087
41 H 2.483 -3.614 2.810  C37 1.094
42 H 1.446 -2.670 1.878  C37 1.098
43 H -0.445 -3.064 3.541  C38 1.092
44 H 0.937 -2.153 4.166  C38 1.089
45 H 1.167 -3.691 5.601  O39 0.960
46 C -0.025 3.237 -4.995  C47 1.526, H49 1.097, H50 1.091, H51 1.090
47 C -0.988 4.272 -5.568  C46 1.526, O48 1.411, H52 1.089, H53 1.098
48 O -0.346 5.334 -6.239  C47 1.411, H54 0.962
49 H -0.555 2.674 -4.217  C46 1.097
50 H 0.783 3.760 -4.481  C46 1.091
51 H 0.375 2.490 -5.682  C46 1.090
52 H -1.569 4.697 -4.751  C47 1.089
53 H -1.719 3.788 -6.229  C47 1.098
54 H 0.085 4.980 -7.023  O48 0.962
55 C 0.565 2.768 3.334  C56 1.525, H58 1.088, H59 1.096, H60 1.090
56 C 1.424 1.508 3.334  C55 1.525, O57 1.445, H61 1.089, H62 1.087
57 O 0.627 0.359 3.698  C56 1.445, H63 0.961
58 H 0.056 2.929 2.386  C55 1.088
59 H 1.201 3.638 3.531  C55 1.096
60 H -0.167 2.754 4.141  C55 1.090
61 H 2.254 1.563 4.036  C56 1.089
62 H 1.847 1.362 2.343  C56 1.087
63 H 0.538 0.383 4.655  O57 0.961
64 C 3.874 -0.829 2.973  C65 1.515, H67 1.090, H68 1.088, H69 1.095
65 C 4.653 0.433 3.279  C64 1.515, O66 1.435, H70 1.089, H71 1.097
66 O 5.064 0.422 4.653  C65 1.435, H72 0.960
67 H 2.949 -0.922 3.541  C64 1.090
68 H 4.530 -1.678 3.149  C64 1.088
69 H 3.581 -0.779 1.919  C64 1.095
70 H 4.097 1.347 3.076  C65 1.089
71 H 5.525 0.448 2.614  C65 1.097
72 H 5.055 1.322 4.986  O66 0.960
73 C -3.179 1.819 2.996  C74 1.513, H76 1.091, H77 1.095, H78 1.093
74 C -2.929 0.376 3.376  C73 1.513, O75 1.419, H79 1.090, H80 1.097
75 O -3.998 -0.234 4.082  C74 1.419, H81 0.964
76 H -4.136 2.020 2.513  C73 1.091
77 H -2.373 2.117 2.317  C73 1.095
78 H -3.150 2.497 3.853  C73 1.093
79 H -2.051 0.331 4.020  C74 1.090
80 H -2.721 -0.195 2.463  C74 1.097
81 H -4.544 -0.690 3.431  O75 0.964
82 C 3.762 -3.488 0.082  C83 1.513, H85 1.089, H86 1.089, H87 1.092
83 C 3.133 -2.542 -0.918  C82 1.513, O84 1.428, H88 1.096, H89 1.094
84 O 2.732 -3.291 -2.066  C83 1.428, H90 0.959
85 H 3.944 -2.987 1.032  C82 1.089
86 H 4.686 -3.919 -0.302  C82 1.089
87 H 3.088 -4.325 0.272  C82 1.092
88 H 3.874 -1.802 -1.241  C83 1.096
89 H 2.303 -1.975 -0.489  C83 1.094
90 H 1.833 -3.057 -2.303  O84 0.959